Density functional theory data (ωB97M-V with the def2-TZVPD basis set) for a molecular structure, C5H12N2O in a non-equilibrium geometry.

Values from the calculation:
energy relative to the best compared isomer or geometry (same formula, charge and spin)	140.6	kcal per mole
HOMO (spin up / spin down)	-7.3346 / -7.3360	eV

Geometry (Å):
C 0.2013 -0.5921 0.3032
C 0.4926 0.3774 -0.7015
C 0.5917 -2.0241 0.0217
C 0.1692 -0.1821 1.7541
C 0.8736 1.7827 -0.3474
N -1.2242 0.7101 -1.5648
N -1.6862 -0.6385 -0.2169
O -2.4098 -0.1357 0.5728
H 0.9437 0.0075 -1.6155
H -1.5127 0.3106 -2.4530
H -1.9091 1.4032 -1.2751
H 1.6319 -2.2228 0.3035
H -0.0460 -2.7146 0.5810
H -0.0324 -1.0437 2.3936
H 1.1159 0.2580 2.0825
H -0.6249 0.5486 1.9458
H 0.4796 -2.2657 -1.0382
H 0.1761 2.2217 0.3689
H 1.8650 1.7838 0.1192
H 0.9046 2.4156 -1.2338

Density functional theory data (ωB97M-V with the def2-TZVPD basis set) for a molecular structure, C54H48AsBiF6N5O7 in a non-equilibrium geometry.

Values from the calculation:
HOMO (spin up / spin down)	-7.4156 / -7.4153	eV
spin multiplicity	2
expectation value of S²	0.760

Geometry (Å):
Bi -1.1993 0.4150 -1.5189
C 3.7889 8.4813 2.8983
O 4.0300 7.1936 3.5276
C 3.3686 6.1292 2.9943
C 3.3734 4.9300 3.7437
C 2.6840 3.8544 3.2943
C 1.9509 3.8691 2.1113
C 2.0742 5.0472 1.3001
C 2.7192 6.1225 1.7517
C 1.0352 2.7739 1.6635
C 0.3979 2.8788 0.2618
C -1.0637 3.3999 0.3638
C -2.0074 2.6938 0.9216
C 0.3447 1.6850 -0.6047
N 0.8814 2.9566 -1.1451
C 1.7218 1.6854 -1.1084
C 1.7516 0.6965 -2.2528
C 2.8025 0.1327 -3.0012
C 2.3346 -1.1411 -3.4646
C 1.0099 -1.3063 -2.9507
C 0.2620 -2.4615 -2.6225
C 0.3463 -3.5442 -3.5660
C -0.0386 -3.3565 -4.9294
C 0.0314 -4.3548 -5.8385
C 0.4869 -5.6229 -5.4263
O 0.4922 -6.4999 -6.4643
C 1.1185 -7.7880 -6.2809
C 0.8835 -5.8512 -4.1291
C 0.7757 -4.7722 -3.1881
C -0.3685 -2.6149 -1.3859
N -0.2844 -1.5838 -0.3646
C -0.7579 -2.1618 0.7262
C -0.6607 -1.6623 2.1581
C -0.3454 -2.7204 3.1785
C 0.8457 -3.4002 3.0860
C 1.1905 -4.2245 4.1092
C 0.3906 -4.5291 5.1821
O 0.6067 -5.4012 6.2011
C 1.9267 -5.9622 6.2438
C -0.8241 -3.8280 5.2844
C -1.1602 -2.8836 4.2986
C -0.5296 -0.3373 2.5935
C 0.0481 0.0582 3.8595
C 0.5757 1.3254 3.7027
C 0.4056 1.8084 2.3630
N -0.5715 0.8860 1.7369
C -1.2142 -3.5150 0.4687
C -1.0351 -3.7672 -0.8332
N 0.7278 -0.1811 -2.2539
C 2.8523 1.4846 -0.1165
C 2.8750 0.3534 0.6897
C 3.7641 0.2515 1.7975
C 4.6773 1.2544 2.1083
O 5.3950 1.3653 3.2762
C 5.4468 0.2107 4.1619
C 4.6756 2.3679 1.2181
C 3.8185 2.4721 0.1159
H 4.1576 9.1626 3.6182
H 2.7387 8.5565 2.6829
H 4.4427 8.5649 2.0152
H 3.8578 4.9145 4.7322
H 2.6796 2.9510 3.9132
H 1.6207 5.0177 0.3427
H 2.6675 7.0402 1.2121
H -1.2913 4.4458 0.1396
H -2.9959 3.0360 0.8187
H 3.8492 0.4100 -3.1837
H 2.8273 -1.8256 -4.1177
H -0.3660 -2.3847 -5.1593
H -0.2887 -4.2456 -6.8700
H 1.2846 -8.1836 -7.2928
H 0.5124 -8.4601 -5.7053
H 2.1374 -7.7528 -5.8969
H 1.2758 -6.8228 -3.8300
H 0.8532 -4.9546 -2.1467
H 1.5649 -3.2069 2.2780
H 2.1246 -4.7747 3.9861
H 2.0610 -6.3812 7.1719
H 2.6307 -5.1623 6.1267
H 2.0282 -6.6037 5.3644
H -1.3434 -3.9690 6.1990
H -2.0602 -2.2995 4.2933
H 0.1151 -0.6423 4.6873
H 1.1367 1.8170 4.4474
H -1.6060 -4.1965 1.2604
H -1.1948 -4.6796 -1.3346
H 2.2494 -0.4324 0.4303
H 3.6566 -0.5771 2.5434
H 6.2495 0.4290 4.8345
H 5.5261 -0.7515 3.6532
H 4.5365 0.1891 4.7413
H 5.3072 3.2298 1.4331
H 3.7282 3.4138 -0.4050
O -0.8637 2.0457 -3.3203
H -1.5965 2.4870 -3.7452
H -0.2058 2.6990 -3.0254
O -2.7334 0.4590 1.2239
C -1.8425 1.2981 1.3201
O -3.7713 -1.4999 -1.7777
N -4.5604 -0.9407 -1.0032
F -3.4988 2.7739 -1.7614
As -3.6002 4.3510 -2.5388
F -2.9043 3.6406 -4.0400
F -5.1984 3.9019 -3.1079
F -3.7341 5.9111 -3.3203
F -4.1440 4.9953 -1.0127
F -2.0295 4.6493 -1.9640
C -7.0402 1.4594 -2.1360
C -6.1487 0.2635 -2.4655
C -5.1328 0.5512 -3.4859
C -7.0238 -0.8628 -2.9039
C -5.5599 -0.1521 -1.1199
H -7.6152 1.7252 -3.0051
H -6.4779 2.4181 -1.7973
H -7.6991 1.0852 -1.3661
H -5.5325 0.8302 -4.4588
H -4.5713 -0.3707 -3.6978
H -4.3810 1.2906 -3.1538
H -7.7591 -0.4882 -3.5933
H -7.5610 -1.3913 -2.0840
H -6.4052 -1.6115 -3.3877
H -5.9085 0.2983 -0.2022

Density functional theory data (ωB97M-V with the def2-TZVPD basis set) for 4 unconnected molecules or ions with the total composition C36H50BF24NO9P in a non-equilibrium geometry.

Values from the calculation:
HOMO	-3.1356	eV
total charge	-1

Geometry (Å):
C 2.5070 -0.3230 1.4507
N 2.8876 -0.7073 0.1038
C 2.0695 -1.8569 -0.4096
B 1.0932 -1.3040 -1.6634
P 2.2013 -1.2766 -3.3276
O 3.4274 -0.1575 -3.0441
O 3.0370 -2.7585 -3.3856
O 0.8782 0.1423 -1.4181
C -0.4768 0.2582 -1.0326
C -1.0568 1.2305 -2.0623
C -0.4185 2.6205 -1.9452
C -0.2685 3.1513 -0.5200
C 0.7855 4.2964 -0.4387
C 1.9509 3.9311 0.5161
C 3.3549 4.1613 -0.1101
C 3.9826 2.8542 -0.6271
C 4.7418 3.0325 -1.9431
O 4.0479 3.8326 -2.8912
C 3.0920 3.0750 -3.6185
C -1.0921 -1.1697 -0.9996
O -0.9491 -1.8264 0.2871
C -2.5947 -1.2752 -1.3304
C -3.4089 -0.2255 -0.6023
C -3.2650 0.0340 0.7370
C -3.9824 1.0067 1.3463
C -4.8747 1.7805 0.6497
C -5.6134 2.8722 1.3747
C -5.0331 1.5053 -0.6788
C -4.3119 0.5316 -1.2801
O -0.2300 -1.8932 -1.8458
H 2.3668 -1.1585 2.1525
H 3.2308 0.4001 1.8461
H 1.5698 0.2420 1.3634
H 3.8565 -1.0102 0.1568
H 2.8076 -2.5893 -0.7556
H 1.5192 -2.2613 0.4500
H 4.2896 -0.5937 -3.1012
H 2.5720 -3.3303 -2.7558
H -0.6408 0.6385 -0.0158
H -2.1460 1.2871 -2.0724
H -0.7690 0.8226 -3.0356
H -1.0766 3.3203 -2.4721
H 0.5401 2.6371 -2.4546
H 0.0613 2.3955 0.1881
H -1.2303 3.5175 -0.1495
H 1.2185 4.4861 -1.4208
H 0.2842 5.1778 -0.0367
H 1.9141 2.8786 0.8068
H 1.8895 4.5186 1.4362
H 3.2801 4.9235 -0.8830
H 3.9932 4.5386 0.6966
H 4.6849 2.4360 0.0981
H 3.2014 2.1023 -0.7811
H 5.6980 3.5327 -1.7577
H 4.9773 2.0717 -2.4156
H 3.5474 2.5250 -4.4453
H 2.5552 2.3945 -2.9560
H 2.3515 3.7684 -4.0232
H -0.8937 -2.7636 0.0621
H -2.7881 -1.2394 -2.4024
H -2.9404 -2.2364 -0.9430
H -2.5678 -0.5234 1.3491
H -3.8208 1.1841 2.4038
H -6.0956 3.5880 0.7103
H -4.8819 3.4445 1.9520
H -6.3086 2.4666 2.1102
H -5.7316 2.1178 -1.2394
H -4.4488 0.3683 -2.3432
C 3.9855 -5.9942 1.0940
C 4.4387 -4.5211 1.1597
C 5.6610 -4.1915 2.0216
F 5.4548 -4.4727 3.3243
F 5.9221 -2.8674 1.9363
F 3.3953 -3.7544 1.5240
F 4.7745 -4.1742 -0.1133
O 2.8839 -6.3952 1.9075
C 3.0423 -6.8267 3.2034
C 2.3035 -5.9196 4.1919
F 2.7716 -4.6594 4.1375
F 2.4916 -6.3759 5.4552
F 4.3390 -6.9829 3.5309
F 2.4744 -8.0552 3.2844
H 3.6087 -6.1202 0.0800
H 4.8247 -6.6848 1.1800
H 6.5426 -4.7375 1.6736
H 1.2348 -5.9065 3.9691
C -8.3578 2.4788 -6.1978
C -9.1922 1.2338 -6.5634
C -9.6502 0.3181 -5.4244
F -8.6163 -0.2390 -4.7747
F -10.3919 -0.6925 -5.9415
F -8.5408 0.5180 -7.5039
F -10.3352 1.7024 -7.1475
O -6.9469 2.4185 -6.3630
C -6.1145 1.9540 -5.3584
C -5.3313 0.7125 -5.7933
F -6.1616 -0.2996 -6.1179
F -4.5516 0.2993 -4.7735
F -6.7889 1.7517 -4.2109
F -5.2179 2.9320 -5.1119
H -8.6659 3.2353 -6.9190
H -8.6329 2.8795 -5.2219
H -10.2701 0.8668 -4.7096
H -4.7047 0.9329 -6.6601
C 2.7447 -1.7371 6.1105
C 3.8660 -1.3424 7.0947
C 3.4675 -0.6776 8.4158
F 2.8610 0.5078 8.2328
F 4.5853 -0.4428 9.1499
F 4.7806 -0.5844 6.4542
F 4.4916 -2.5058 7.4437
O 2.4823 -0.8812 5.0060
C 1.5954 0.1835 5.1606
C 2.2589 1.5373 4.9086
F 3.2832 1.7386 5.7637
F 1.3537 2.5241 5.1067
F 1.0021 0.1037 6.3717
F 0.6231 0.0050 4.2481
H 3.1005 -2.6531 5.6403
H 1.8295 -2.0169 6.6319
H 2.8095 -1.3308 8.9956
H 2.6369 1.5891 3.8853

Calculated electronic energy in order - -10402.328; -161536.631; -133248.422 eV